Here is the ion C8H14NO with charge +1 at a distorted geometry from OMol25. Energies are from ωB97M-V with the def2-TZVPD basis set.

Atoms and positions in Å:
C  -0.948  1.414  3.074
C  -0.965  1.123  1.793
C  1.588  -0.513  -0.573
C  0.881  0.670  -1.303
C  0.687  -1.431  0.368
C  0.290  1.695  -0.308
C  -0.137  -2.187  -0.608
C  -0.842  1.031  0.504
N  -1.202  -1.792  -1.181
O  -1.864  0.386  -0.273
H  -1.607  2.217  3.433
H  2.025  -1.186  -1.245
H  2.566  -0.241  -0.001
H  1.829  1.136  -1.826
H  0.199  0.210  -2.077
H  1.423  -2.070  0.957
H  0.053  -0.925  1.068
H  1.101  1.978  0.402
H  -0.199  2.401  -0.967
H  0.408  -2.990  -1.095
H  -0.330  0.906  3.881
H  -1.359  -0.678  -0.932
H  -1.488  -2.174  -2.066
H  -2.109  1.019  -1.027

## Properties
**Highest occupied orbital energy**: -12.974 eV
**Structure (SMILES)**: C=C=C(O)CCCCC=[NH2+]
**Net charge**: +1
**Relative energy (zero: lowest compared OMol25 entry of this formula, charge and spin)**: 86.7 kcal per mole

Atomic partial charges in e from the Löwdin method, atoms 1 to 4: atom 1 (C): 0.070, atom 2 (C): -0.036, atom 3 (C): -0.170, atom 4 (C): -0.188

Here is a structure of composition C2H7N3O2 at a distorted geometry from OMol25. Energies are from ωB97M-V with the def2-TZVPD basis set.

Atoms and positions in Å:
N  -0.446  -1.562  2.074
C  -0.359  -1.121  0.805
N  0.558  -1.350  -0.053
H  0.360  -1.934  2.550
H  -1.167  -1.137  2.634
H  -1.184  -0.469  0.525
H  0.566  -0.599  -1.040
H  1.271  -2.042  0.131
N  0.463  2.232  -0.920
C  -0.333  1.212  -1.416
O  0.381  0.231  -1.926
O  -1.542  1.220  -1.320
H  1.423  2.202  -1.224
H  0.009  3.119  -0.820

## Properties
**Highest occupied orbital energy**: -8.981 eV
**Net charge**: 0
**Relative energy (zero: lowest compared OMol25 entry of this formula, charge and spin)**: 17.1 kcal per mole

Atomic partial charges in e from the Löwdin method, atoms 1 to 4: atom 1 (N): 0.124, atom 2 (C): -0.243, atom 3 (N): 0.140, atom 4 (H): 0.109

Here is a structure of composition C18H45N3NaO6 at a distorted geometry from OMol25. Energies are from ωB97M-V with the def2-TZVPD basis set.

Atoms and positions in Å:
Na  0.103  -0.123  0.271
C  4.372  1.732  3.730
O  3.016  1.966  4.003
C  2.194  1.266  3.064
C  0.650  1.507  3.290
N  -0.238  0.866  2.315
C  -1.551  1.429  2.450
C  -2.387  0.143  2.187
O  -1.862  -0.902  1.386
C  -2.752  -1.958  1.245
H  4.743  1.918  2.729
H  4.561  0.749  4.140
H  5.007  2.290  4.275
H  2.516  0.185  2.927
H  2.353  1.678  2.071
H  0.439  2.573  3.474
H  0.229  1.029  4.175
H  -0.404  -0.079  2.670
H  -1.824  2.316  1.866
H  -1.762  1.645  3.500
H  -3.307  0.394  1.657
H  -2.726  -0.184  3.180
H  -3.201  -2.411  2.103
H  -2.370  -2.823  0.695
H  -3.574  -1.577  0.696
C  -0.763  3.063  -0.381
O  -0.080  1.948  -0.786
C  1.334  2.276  -0.844
C  2.065  1.129  -1.347
N  2.234  0.316  -0.179
C  2.712  -1.069  -0.501
C  2.634  -1.827  0.797
O  1.296  -1.854  1.159
C  1.098  -2.463  2.351
H  -0.618  4.014  -0.855
H  -0.462  3.241  0.584
H  -1.834  2.795  -0.459
H  1.662  2.644  0.114
H  1.564  3.131  -1.475
H  3.196  1.282  -1.574
H  1.579  0.733  -2.184
H  2.852  0.836  0.500
H  3.699  -0.979  -0.955
H  2.016  -1.506  -1.134
H  3.176  -1.241  1.526
H  2.964  -2.787  0.605
H  1.695  -3.395  2.543
H  0.089  -2.712  2.457
H  1.332  -1.725  3.111
C  -4.862  -0.052  -1.167
O  -3.919  0.632  -1.982
C  -2.587  0.529  -1.541
C  -2.104  -0.831  -1.915
N  -0.680  -0.902  -1.890
C  -0.354  -2.196  -2.423
C  -0.002  -2.047  -3.907
O  0.443  -0.783  -4.141
C  0.654  -0.506  -5.476
H  -4.666  -0.022  -0.040
H  -4.908  -1.098  -1.360
H  -5.822  0.428  -1.426
H  -2.618  0.640  -0.448
H  -2.017  1.295  -2.016
H  -2.498  -0.966  -2.869
H  -2.680  -1.499  -1.368
H  -0.219  -0.226  -2.549
H  -1.049  -3.031  -2.318
H  0.536  -2.607  -2.011
H  -0.871  -2.215  -4.482
H  0.570  -2.857  -4.349
H  -0.305  -0.479  -5.911
H  1.332  -1.118  -6.065
H  0.969  0.466  -5.540

## Properties
**Highest occupied orbital energy**: -11.873 eV
**Net charge**: +1
**Relative energy (zero: lowest compared OMol25 entry of this formula, charge and spin)**: 126.8 kcal per mole

Atomic partial charges in e from the Löwdin method, atoms 1 to 4: atom 1 (Na): 0.271, atom 2 (C): -0.104, atom 3 (O): -0.150, atom 4 (C): -0.177

Here is the molecule C4H5NO2 from OMol25. Energies are from ωB97M-V with the def2-TZVPD basis set.

Atoms and positions in Å:
O  0.444  -0.826  -2.314
C  -0.499  -1.189  -1.664
C  -0.671  -0.920  -0.169
O  -1.065  -1.831  0.532
N  -0.463  0.364  0.266
C  0.721  1.185  0.166
C  0.204  0.723  1.489
H  -1.292  -1.819  -2.094
H  0.560  2.221  -0.125
H  1.626  0.718  -0.212
H  0.765  -0.054  2.005
H  -0.330  1.428  2.121

## Properties
**Highest occupied orbital energy**: -9.923 eV
**Structure (SMILES)**: O=CC(=O)N1CC1
**Net charge**: 0
**Relative energy (zero: lowest compared OMol25 entry of this formula, charge and spin)**: 45.4 kcal per mole

Atomic partial charges in e from the Löwdin method, atoms 1 to 4: atom 1 (O): 0.083, atom 2 (C): -0.150, atom 3 (C): -0.426, atom 4 (O): 0.098

Here is a cluster of 12 separate species, C28H21Cl44N4O2 in total at a distorted geometry from OMol25. Energies are from ωB97M-V with the def2-TZVPD basis set.

Atoms and positions in Å:
C  -3.806  -1.759  -2.612
C  -3.105  -2.463  -3.900
C  -1.639  -3.079  -3.527
N  -1.726  -4.487  -3.032
O  -1.145  -5.390  -3.880
C  -1.303  -4.651  -1.637
N  0.058  -4.816  -1.152
C  1.074  -4.199  -2.052
C  2.524  -4.034  -1.322
O  3.464  -4.857  -1.463
C  2.696  -2.708  -0.417
C  1.439  -1.823  -0.082
C  1.523  -0.531  0.827
C  2.927  -0.123  1.386
C  4.179  -0.990  1.022
C  4.107  -2.275  0.134
N  -2.285  -4.702  -0.714
C  -1.991  -4.914  0.752
C  -2.471  -6.239  1.307
C  -2.271  -6.555  2.809
C  -1.575  -5.377  3.527
C  -1.152  -4.150  2.725
N  -1.310  -3.819  1.350
H  -3.047  -1.398  -1.832
H  -4.567  -2.460  -2.094
H  -4.385  -0.838  -2.992
H  -3.766  -3.321  -4.265
H  -2.918  -1.644  -4.674
H  -0.914  -2.913  -4.392
H  -1.269  -2.433  -2.641
H  -0.882  -6.218  -3.413
H  0.280  -5.787  -0.884
H  1.274  -4.966  -2.898
H  0.809  -3.161  -2.438
H  0.383  -2.065  -0.476
H  0.558  0.067  1.020
H  3.014  0.826  2.042
H  5.199  -0.634  1.426
H  5.040  -2.898  -0.133
H  -3.283  -4.627  -0.977
H  -2.977  -7.002  0.623
H  -2.605  -7.508  3.329
H  -1.378  -5.430  4.651
H  -0.605  -3.332  3.333
C  2.883  4.124  0.801
Cl  1.149  4.494  0.692
Cl  3.553  4.905  2.247
Cl  3.115  2.361  0.920
Cl  3.718  4.729  -0.651
C  4.146  -6.078  -4.814
Cl  2.622  -5.189  -5.044
Cl  3.892  -7.398  -3.652
Cl  4.676  -6.752  -6.369
Cl  5.389  -4.972  -4.193
C  -4.310  1.009  1.135
Cl  -3.433  -0.525  1.348
Cl  -5.459  0.857  -0.210
Cl  -5.195  1.398  2.626
Cl  -3.151  2.308  0.781
C  -1.182  3.658  3.875
Cl  -2.166  4.878  3.037
Cl  -0.249  2.722  2.684
Cl  -0.065  4.467  4.995
Cl  -2.246  2.565  4.786
C  -6.761  3.032  -3.279
Cl  -7.484  3.297  -4.879
Cl  -7.662  3.953  -2.058
Cl  -6.826  1.302  -2.877
Cl  -5.068  3.572  -3.297
C  -8.028  4.640  3.210
Cl  -9.513  5.614  3.152
Cl  -8.246  3.294  4.349
Cl  -7.678  3.995  1.591
Cl  -6.673  5.657  3.747
C  -3.660  0.588  7.905
Cl  -4.364  0.850  6.293
Cl  -4.583  1.510  9.110
Cl  -3.726  -1.142  8.305
Cl  -1.969  1.133  7.911
C  5.615  8.315  1.699
Cl  7.288  8.838  1.404
Cl  4.534  9.724  1.629
Cl  5.132  7.136  0.459
Cl  5.505  7.564  3.306
C  10.625  10.771  0.598
Cl  11.203  9.091  0.567
Cl  10.098  11.185  2.244
Cl  11.940  11.860  0.105
Cl  9.258  10.946  -0.523
C  -2.767  -9.136  -2.166
Cl  -3.319  -8.940  -3.842
Cl  -3.853  -8.243  -1.077
Cl  -2.779  -10.856  -1.734
Cl  -1.113  -8.495  -2.007
C  7.003  9.413  -3.440
Cl  8.198  8.287  -4.121
Cl  5.427  9.146  -4.217
Cl  6.857  9.135  -1.691
Cl  7.532  11.085  -3.731

## Properties
**Highest occupied orbital energy**: -11.202 eV
**Net charge**: +1
**Relative energy (zero: lowest compared OMol25 entry of this formula, charge and spin)**: 214.0 kcal per mole

Atomic partial charges in e from the Löwdin method, atoms 1 to 4: atom 1 (C): -0.129, atom 2 (C): -0.187, atom 3 (C): -0.142, atom 4 (N): -0.131

Here is the molecule C23H19N3O2 at a distorted geometry from OMol25. Energies are from ωB97M-V with the def2-TZVPD basis set.

Atoms and positions in Å:
C  -5.702  0.720  1.550
C  -4.852  -0.503  1.176
C  -3.463  0.048  1.119
C  -3.516  1.383  1.579
O  -4.771  1.826  1.868
C  -2.353  2.144  1.719
C  -1.149  1.553  1.365
C  -1.080  0.287  0.751
C  0.238  -0.327  0.236
C  1.535  0.323  0.669
C  2.584  -0.463  1.154
C  3.795  0.150  1.438
C  3.956  1.544  1.256
O  5.243  1.975  1.382
C  6.072  0.786  1.686
C  5.134  -0.425  1.749
C  2.901  2.339  0.780
C  1.739  1.694  0.406
C  -2.240  -0.501  0.738
H  -6.338  1.049  0.715
H  -6.338  0.555  2.430
H  -4.950  -1.269  1.955
H  -5.174  -0.936  0.225
H  -2.428  3.148  2.119
H  -0.235  2.095  1.598
H  0.231  -1.365  0.595
H  2.455  -1.541  1.287
H  6.823  0.694  0.892
H  6.582  0.970  2.639
H  5.153  -0.883  2.743
H  5.422  -1.179  1.009
H  3.032  3.411  0.675
H  0.935  2.264  -0.061
H  -2.186  -1.563  0.480
C  -1.973  -2.387  -3.429
C  -1.584  -1.811  -2.208
C  -0.370  -1.138  -2.187
C  0.440  -1.039  -3.318
C  0.072  -1.635  -4.534
C  -1.156  -2.289  -4.573
N  1.573  -0.300  -3.012
N  1.490  0.031  -1.752
N  0.332  -0.395  -1.201
H  -2.930  -2.908  -3.503
H  -2.194  -1.848  -1.319
H  0.751  -1.547  -5.378
H  -1.506  -2.734  -5.506

## Properties
**Highest occupied orbital energy**: -7.910 eV
**Structure (SMILES)**: c1ccc2c(c1)nnn2C(c1ccc2c(c1)CCO2)c1ccc2c(c1)CCO2
**Net charge**: 0
**Relative energy (zero: lowest compared OMol25 entry of this formula, charge and spin)**: 72.4 kcal per mole

Atomic partial charges in e from the Löwdin method, atoms 1 to 4: atom 1 (C): -0.111, atom 2 (C): -0.103, atom 3 (C): -0.145, atom 4 (C): -0.234

Q: Among the records above, which one has the lowest relative energy (zero: lowest compared OMol25 entry of this formula, charge and spin)?
A: C2H7N3O2

Copy entry 1 word for word.
Here is the ion C8H14NO with charge +1 at a distorted geometry from OMol25. Energies are from ωB97M-V with the def2-TZVPD basis set.

Atoms and positions in Å:
C  -0.948  1.414  3.074
C  -0.965  1.123  1.793
C  1.588  -0.513  -0.573
C  0.881  0.670  -1.303
C  0.687  -1.431  0.368
C  0.290  1.695  -0.308
C  -0.137  -2.187  -0.608
C  -0.842  1.031  0.504
N  -1.202  -1.792  -1.181
O  -1.864  0.386  -0.273
H  -1.607  2.217  3.433
H  2.025  -1.186  -1.245
H  2.566  -0.241  -0.001
H  1.829  1.136  -1.826
H  0.199  0.210  -2.077
H  1.423  -2.070  0.957
H  0.053  -0.925  1.068
H  1.101  1.978  0.402
H  -0.199  2.401  -0.967
H  0.408  -2.990  -1.095
H  -0.330  0.906  3.881
H  -1.359  -0.678  -0.932
H  -1.488  -2.174  -2.066
H  -2.109  1.019  -1.027

## Properties
**Highest occupied orbital energy**: -12.974 eV
**Structure (SMILES)**: C=C=C(O)CCCCC=[NH2+]
**Net charge**: +1
**Relative energy (zero: lowest compared OMol25 entry of this formula, charge and spin)**: 86.7 kcal per mole

Atomic partial charges in e from the Löwdin method, atoms 1 to 4: atom 1 (C): 0.070, atom 2 (C): -0.036, atom 3 (C): -0.170, atom 4 (C): -0.188